Entry 1:
The following is a quantum chemistry calculation of a 2-piece molecular cluster, C6H11OS2 overall, from the OMol25 dataset.

Each line ends with the Löwdin charge.
Cartesian coordinates (Å):
C -1.8105 0.6861 -1.4736  -0.941
C 0.3256 -2.1236 1.1121  -0.183
C 0.1838 2.3434 -0.3063  -0.223
C 0.6187 -1.5631 -0.2456  -0.276
C 1.1000 -0.0764 -0.0934  -0.304
C 0.0417 0.9031 0.2387  -0.854
O -2.8252 0.5233 -0.8795  -0.040
S -1.1191 0.7193 -2.8783  0.621
S -0.5218 0.7624 1.8170  0.710
H -0.6299 -1.7103 1.4552  0.022
H 1.0696 -1.8660 1.7504  0.014
H 0.2521 -3.2435 0.9586  0.086
H -0.7610 2.8889 -0.2546  0.053
H 0.6270 2.3371 -1.2805  0.018
H 0.8373 3.0064 0.3193  0.052
H 1.3680 -2.0754 -0.7082  0.060
H -0.3918 -1.6398 -0.6678  0.100
H 1.8749 -0.1806 0.7663  0.116
H 1.4323 0.2160 -1.1047  0.087
H -1.6715 0.0927 1.4750  -0.118

Output
net charge	-1
frontier orbital gap (alpha / beta)	5.66 / 5.67	eV

Entry 2:
The following is a quantum chemistry calculation of a 8-piece molecular cluster, C15H39N17O9 overall, from the OMol25 dataset.

Each line ends with the Löwdin charge.
Cartesian coordinates (Å):
N -3.4710 -4.3849 3.2183  0.172
C -4.1034 -4.0986 2.3040  -0.214
C -4.7069 -3.7339 1.0162  -0.105
C -3.9838 -2.5225 0.3649  -0.431
C -4.3974 -2.5076 -1.0509  -0.185
N -4.7913 -2.5519 -2.1281  0.191
C -4.4695 -1.2256 1.0474  -0.192
N -5.8838 -0.9708 0.7540  0.018
C -2.4558 -2.6581 0.4744  -0.103
C -1.6834 -1.6230 -0.3424  -0.147
O -0.2870 -1.6803 0.0364  -0.024
C 0.0878 -0.6002 0.7573  -0.304
O 0.8969 0.1839 0.3327  0.048
H -5.7618 -3.5004 1.1574  0.120
H -4.6327 -4.5927 0.3488  0.134
H -4.2672 -1.3019 2.1204  0.134
H -3.8974 -0.3735 0.6871  0.120
H -6.0401 0.0303 0.7448  0.093
H -6.4799 -1.3351 1.4892  0.086
H -2.1402 -2.5621 1.5121  0.126
H -2.1625 -3.6447 0.1093  0.141
H -2.0446 -0.6091 -0.1672  0.121
H -1.7125 -1.8309 -1.4097  0.135
H -0.3621 -0.4127 1.7422  0.131
N 1.0738 2.5592 3.4511  0.169
C 0.2072 1.5559 3.7476  -0.668
N 0.4135 0.9388 4.9420  0.168
O -0.7006 1.2249 2.9890  -0.019
H 1.8155 2.8592 4.0634  0.060
H 0.9374 3.0336 2.5788  0.100
H -0.1974 0.1818 5.1834  0.105
H 1.1596 1.1841 5.5648  0.101
N 3.2713 -1.4024 1.1546  0.169
C 3.5733 -2.1756 2.2311  -0.687
N 4.4259 -3.2109 1.9607  0.150
O 3.1244 -1.9667 3.3502  -0.001
H 3.6381 -1.5761 0.2331  0.065
H 2.6602 -0.6213 1.2959  0.064
H 4.6758 -3.8136 2.7209  0.095
H 4.8099 -3.3721 1.0465  0.077
N 2.4034 3.6074 -3.0240  0.149
C 1.4562 2.6653 -2.7110  -0.693
N 1.5620 2.1172 -1.4768  0.166
O 0.6175 2.3199 -3.5318  0.004
H 3.1240 3.8977 -2.3917  0.089
H 2.3641 4.0141 -3.9400  0.103
H 0.9001 1.4088 -1.2015  0.068
H 2.2787 2.3719 -0.8249  0.095
N 4.0430 6.4514 5.2957  0.154
C 3.5886 5.4037 4.5502  -0.671
N 3.8905 5.4562 3.2181  0.154
O 2.9570 4.4835 5.0436  0.017
H 4.5633 7.2184 4.9156  0.094
H 3.8359 6.4392 6.2769  0.106
H 3.5795 4.6950 2.6452  0.097
H 4.4081 6.2034 2.7969  0.094
N 3.4572 0.3912 -7.5284  0.147
C 3.5736 0.8367 -6.2395  -0.680
N 2.4059 0.9817 -5.5582  0.170
O 4.6616 1.0831 -5.7353  -0.003
H 2.5793 0.1824 -7.9633  0.092
H 4.3038 0.2744 -8.0519  0.100
H 2.4530 1.3320 -4.6195  0.065
H 1.5010 0.7874 -5.9425  0.100
N -8.2485 -1.8705 -1.0013  0.151
C -9.5158 -1.4588 -0.7178  -0.692
N -10.5207 -2.1647 -1.3258  0.141
O -9.7445 -0.5250 0.0345  0.011
H -8.0338 -2.6368 -1.6110  0.087
H -7.4919 -1.3583 -0.5731  0.047
H -11.4623 -1.8816 -1.1312  0.098
H -10.3587 -2.9322 -1.9486  0.088
N 7.1456 -0.7833 -1.6508  0.153
C 5.8521 -1.1653 -1.8583  -0.666
N 5.2356 -0.6120 -2.9396  0.170
O 5.2822 -1.9588 -1.1196  -0.002
H 7.6336 -0.1411 -2.2451  0.094
H 7.6197 -1.1771 -0.8600  0.103
H 4.2861 -0.8832 -3.1168  0.104
H 5.6751 0.0346 -3.5691  0.080

Output
net charge	0
structure (SMILES)	N#CC[C@@](C#N)(CN)CCOC=O.NC(N)=O.NC(N)=O.NC(N)=O.NC(N)=O.NC(N)=O.NC(N)=O.NC(N)=O
frontier orbital gap	9.18	eV

Entry 3:
The following is a quantum chemistry calculation of one molecule with the formula C2H4N2OS, from the OMol25 dataset.

Each line ends with the Löwdin charge.
Cartesian coordinates (Å):
N -1.7332 -0.6653 -0.0686  0.149
C -0.6896 0.2233 -0.0256  -0.609
O -0.8619 1.4031 0.1210  0.092
N 0.5767 -0.2748 -0.1898  0.034
C 1.6946 0.4624 -0.1868  -0.721
S 3.2367 0.0324 0.0903  0.649
H -2.5526 -0.1074 0.1084  0.102
H -1.7222 -1.2023 0.7847  0.102
H 0.7013 -1.2696 -0.0905  0.139
H 1.3502 1.3981 -0.5430  0.062

Output
net charge	0
structure (SMILES)	NC(=O)NC=S
frontier orbital gap	8.93	eV
ΔE to the lowest compared entry with this formula, charge and spin	19.21	kcal/mol

The calculation returns the following energy values, one per record and in order: -30117.118; -59953.871; -18001.826 eV.